1) H9O5 | ωB97M-V/def2-TZVPD

Geometry as ORCA input:
```
! wB97M-V def2-TZVPD RIJCOSX def2/J DEFGRID3
* xyz -1 1
O -0.77 -0.47 -0.28
H -1.24 -1.15 -0.75
O 1.03 -0.94 3.05
H 1.29 -1.44 2.21
H -0.03 -0.90 3.05
O 1.83 -0.71 0.34
H 1.83 0.10 -0.29
H 0.88 -0.84 0.25
O -2.40 1.63 -0.56
H -2.11 0.83 -0.02
H -1.49 1.71 -0.90
O 0.37 0.67 -2.45
H 0.54 -0.17 -2.84
H -0.05 0.41 -1.58
*
```

Calculated values
**Highest occupied orbital energy**: -4.96 eV
**Gap between HOMO and LUMO**: 9.16 eV

For each atom in turn, the Mulliken charge in e is: -1.11 0.18 -0.67 0.32 0.32 -0.74 0.29 0.48 -0.71 0.38 0.30 -0.68 0.28 0.36

2) H9O5 | ωB97M-V/def2-TZVPD

Geometry as ORCA input:
```
! wB97M-V def2-TZVPD RIJCOSX def2/J DEFGRID3
* xyz -1 1
O -0.94 0.29 -0.75
H -1.01 1.22 -0.99
O -3.19 -0.26 0.52
H -3.38 0.40 1.20
H -2.39 0.05 0.01
O 0.39 -1.33 0.06
H -0.08 -2.04 0.54
H -0.24 -0.81 -0.40
O 1.31 1.79 -0.25
H 0.32 1.60 -0.25
H 1.69 0.93 -0.16
O 2.74 -0.78 0.36
H 2.98 0.12 0.00
H 1.79 -1.18 0.12
*
```

Calculated values
**Highest occupied orbital energy**: -5.13 eV
**Gap between HOMO and LUMO**: 9.39 eV

For each atom in turn, the Mulliken charge in e is: -1.12 0.16 -0.71 0.26 0.46 -0.66 0.23 0.42 -0.65 0.40 0.24 -0.79 0.26 0.48

3) H9O5 | ωB97M-V/def2-TZVPD

Geometry as ORCA input:
```
! wB97M-V def2-TZVPD RIJCOSX def2/J DEFGRID3
* xyz -1 1
O 0.95 0.20 -0.70
H 1.24 0.81 -1.36
O 0.65 -0.42 2.08
H 0.90 -0.28 1.13
H 1.42 -0.16 2.61
O -1.70 -0.08 -1.34
H -1.63 0.37 -2.21
H -0.71 0.19 -1.06
O 0.87 -2.32 -0.83
H 1.05 -1.34 -1.02
H -0.09 -2.37 -0.72
O -1.29 2.05 1.25
H -0.59 1.64 1.79
H -1.08 1.72 0.39
*
```

Calculated values
**Highest occupied orbital energy**: -5.14 eV
**Gap between HOMO and LUMO**: 9.27 eV

For each atom in turn, the Mulliken charge in e is: -1.07 0.14 -0.68 0.41 0.30 -0.67 0.31 0.27 -0.73 0.42 0.28 -0.68 0.35 0.34

The data favor 3); the next most stable structure lies 10.9 kcal/mol above it.

1) C16H28CrF12N2O20S6 | ωB97M-V/def2-TZVPD

Geometry as ORCA input:
```
! wB97M-V def2-TZVPD RIJCOSX def2/J DEFGRID3
* xyz 1 8
Cr 0.98 0.24 0.18
C 4.24 3.15 2.89
F 5.41 3.72 3.10
F 4.40 1.84 2.93
F 3.27 3.51 3.70
S 3.68 3.46 1.06
O 3.98 4.83 0.75
O 4.32 2.45 0.23
N 2.02 2.92 1.02
S 1.33 4.44 1.36
O -0.09 4.02 1.53
O 1.82 5.26 2.43
C 1.30 5.47 -0.35
F 1.83 6.68 -0.02
F 2.05 4.88 -1.31
F 0.10 5.58 -0.81
C 5.71 -2.22 -0.15
F 5.49 -1.28 -1.02
F 6.60 -3.11 -0.49
F 6.07 -1.74 1.11
S 4.05 -3.09 0.06
O 3.51 -3.00 -1.32
O 4.21 -4.45 0.50
N 3.00 -1.97 1.04
S 3.26 -2.68 2.56
O 4.56 -3.29 2.89
O 2.81 -1.80 3.54
C 1.88 -4.11 2.71
F 2.40 -5.18 2.13
F 1.83 -4.43 4.01
F 0.70 -3.72 2.28
C -5.05 3.22 -0.94
O -3.80 2.60 -0.67
C -2.95 2.12 -1.67
O -1.87 1.57 -1.53
O -3.33 2.52 -2.90
C -3.07 1.81 -4.12
H -5.04 4.30 -1.08
H -5.71 2.94 -0.11
H -5.48 2.76 -1.83
H -3.71 2.26 -4.88
H -3.10 0.72 -4.11
H -2.07 2.08 -4.45
C 1.41 -0.19 -6.55
O 1.47 -0.14 -5.17
C 2.30 0.70 -4.45
O 2.17 0.85 -3.23
O 3.24 1.33 -5.27
C 4.50 1.89 -4.81
H 1.03 0.78 -6.85
H 0.76 -0.95 -7.00
H 2.40 -0.30 -7.00
H 5.10 2.31 -5.62
H 5.17 1.30 -4.19
H 4.25 2.71 -4.14
O -1.17 -2.35 -1.33
S -2.31 -3.27 -1.48
O -3.19 -3.68 -0.36
O -3.35 -2.47 -2.51
C -4.76 -2.72 -2.65
C -5.49 -1.92 -1.56
C -1.82 -4.75 -2.56
H -5.07 -3.76 -2.53
H -5.26 -2.31 -3.53
H -6.56 -2.12 -1.51
H -5.40 -0.87 -1.85
H -5.08 -2.12 -0.57
H -0.87 -5.25 -2.35
H -1.89 -4.52 -3.63
H -2.65 -5.45 -2.45
O -1.37 1.27 4.81
S -1.82 -0.03 4.23
O -1.27 -0.47 2.93
O -1.65 -1.30 5.31
C -1.96 -1.10 6.66
C -0.73 -0.91 7.61
C -3.68 -0.14 4.02
H -2.32 -2.07 6.99
H -2.56 -0.24 6.94
H -0.15 -0.20 7.02
H -0.01 -1.72 7.72
H -0.92 -0.51 8.61
H -4.10 0.62 3.37
H -4.05 -0.07 5.04
H -3.86 -1.13 3.61
*
```

Calculated values
**⟨S²⟩**: 15.7660
**Highest occupied orbital energy (alpha / beta)**: -11.79 / -12.79 eV
**Gap between HOMO and LUMO (alpha / beta)**: 8.22 / 5.00 eV

For each atom in turn, the Mulliken charge in e is: 1.17 0.74 -0.17 -0.18 -0.17 0.71 -0.50 -0.49 0.06 0.86 -0.59 -0.47 0.70 -0.20 -0.20 -0.15 0.72 -0.15 -0.17 -0.22 0.79 -0.55 -0.44 0.03 0.79 -0.46 -0.55 0.68 -0.17 -0.18 -0.15 -0.68 -0.24 0.60 -0.41 -0.34 -0.60 0.27 0.27 0.31 0.30 0.23 0.25 -0.66 -0.18 0.49 -0.42 -0.31 -0.54 0.31 0.23 0.29 0.27 0.26 0.21 -0.46 1.02 -0.61 -0.29 -0.31 -0.91 -1.01 0.27 0.37 0.39 0.10 0.31 0.38 0.33 0.38 -0.59 1.01 -0.46 -0.29 -0.27 -1.08 -0.93 0.32 0.33 0.28 0.31 0.34 0.35 0.36 0.31

2) C16H28CrF12N2O20S6 | ωB97M-V/def2-TZVPD

Geometry as ORCA input:
```
! wB97M-V def2-TZVPD RIJCOSX def2/J DEFGRID3
* xyz 1 8
Cr 0.63 -0.06 0.38
C 3.07 2.10 3.07
F 4.03 2.27 3.96
F 1.91 2.45 3.60
F 3.30 2.88 2.03
S 2.91 0.24 2.55
O 4.07 -0.53 2.87
O 1.68 -0.16 3.16
N 2.50 0.33 0.88
S 3.97 0.46 0.26
O 3.75 0.84 -1.19
O 5.06 1.22 0.89
C 4.53 -1.42 0.12
F 5.62 -1.67 0.79
F 3.53 -2.15 0.52
F 4.78 -1.69 -1.15
C -1.22 0.17 4.44
F -2.25 0.31 5.26
F -0.39 1.16 4.56
F -0.67 -0.99 4.73
S -1.96 0.08 2.66
O -1.93 -1.30 2.26
O -3.26 0.70 2.62
N -0.72 0.94 1.49
S -1.07 2.55 1.56
O -1.54 3.10 2.79
O 0.17 3.12 1.06
C -2.38 2.87 0.24
F -2.16 2.10 -0.83
F -3.56 2.60 0.77
F -2.42 4.12 -0.19
C 0.41 -3.68 -2.47
O 1.32 -2.72 -3.03
C 1.73 -1.70 -2.31
O 1.24 -1.35 -1.24
O 2.63 -0.96 -2.92
C 3.18 -1.36 -4.20
H -0.17 -3.28 -1.65
H 1.02 -4.53 -2.19
H -0.33 -3.99 -3.21
H 2.54 -1.29 -5.08
H 3.52 -2.38 -4.06
H 4.07 -0.75 -4.28
C -1.18 -4.95 1.26
O -0.32 -3.93 0.75
C 0.40 -3.19 1.56
O 0.49 -2.00 1.39
O 0.92 -3.90 2.54
C 1.52 -3.25 3.64
H -1.81 -4.53 2.05
H -0.68 -5.84 1.62
H -1.85 -5.26 0.46
H 2.39 -2.68 3.32
H 1.94 -3.98 4.35
H 0.84 -2.70 4.29
O -1.35 -0.67 -0.72
S -2.67 -1.19 -0.99
O -2.96 -2.58 -0.80
O -3.75 -0.36 -0.15
C -5.11 -0.84 -0.13
C -5.93 -0.26 1.04
C -3.18 -0.68 -2.66
H -5.11 -1.92 0.00
H -5.53 -0.55 -1.10
H -6.86 -0.82 1.10
H -6.07 0.80 0.80
H -5.40 -0.34 1.99
H -2.31 -0.36 -3.23
H -3.85 0.18 -2.70
H -3.65 -1.58 -3.06
O 2.47 3.17 -1.91
S 1.21 2.50 -2.04
O 0.82 1.36 -1.19
O 0.10 3.68 -1.97
C 0.52 4.99 -2.36
C -0.20 6.02 -1.49
C 1.04 1.97 -3.78
H 0.26 5.20 -3.40
H 1.57 5.25 -2.22
H -1.27 6.13 -1.52
H 0.12 7.02 -1.81
H 0.21 5.96 -0.48
H 1.69 2.64 -4.32
H -0.03 1.91 -4.00
H 1.39 0.94 -3.67
*
```

Calculated values
**⟨S²⟩**: 15.7740
**Highest occupied orbital energy (alpha / beta)**: -7.79 / -13.12 eV
**Gap between HOMO and LUMO (alpha / beta)**: 5.37 / 4.73 eV

For each atom in turn, the Mulliken charge in e is: 1.29 0.73 -0.23 -0.12 -0.20 0.37 -0.56 -0.32 -0.10 0.73 -0.19 -0.47 0.58 -0.23 -0.05 -0.25 0.70 -0.21 -0.16 -0.25 0.36 -0.47 -0.51 -0.61 0.56 -0.57 -0.52 0.71 -0.10 -0.21 -0.17 -0.46 -0.43 0.28 -0.04 -0.10 -0.96 0.00 0.29 0.34 0.31 0.38 0.27 -0.85 -0.14 0.14 1.00 -0.51 -0.32 0.30 0.33 0.28 0.11 0.34 0.10 -0.41 1.27 -0.77 0.19 -0.42 -1.15 -1.45 0.39 0.29 0.43 0.30 0.23 0.30 0.36 0.52 -0.82 1.54 0.08 -0.10 -0.18 -1.29 -0.78 0.25 0.32 0.29 0.45 0.28 0.48 0.30 -0.13

The data favor 2); the next most stable structure lies 126.4 kcal/mol above it.

1) C7H6O2 | ωB97M-V/def2-TZVPD

Geometry as ORCA input:
```
! wB97M-V def2-TZVPD RIJCOSX def2/J DEFGRID3
* xyz 0 1
C 0.44 0.97 -1.96
C -1.59 0.07 -0.54
C -1.51 0.03 0.80
C 0.64 -0.47 1.85
C 1.63 -0.91 1.22
C 1.72 -0.10 -0.04
C 1.42 0.54 -1.04
H 0.61 0.95 -2.99
H 0.13 1.96 -1.58
H -2.66 -0.22 -0.87
H -2.76 -0.13 1.32
H 0.35 -1.24 2.81
H 2.46 -1.74 1.39
O -0.67 -0.10 -1.83
O -0.20 0.40 1.45
*
```

Calculated values
**Highest occupied orbital energy**: -8.94 eV
**Gap between HOMO and LUMO**: 9.65 eV

For each atom in turn, the Mulliken charge in e is: -0.36 -0.18 -0.05 0.00 -0.45 0.01 0.16 0.33 0.24 0.22 0.25 0.14 0.29 -0.33 -0.27

2) C7H6O2 | ωB97M-V/def2-TZVPD

Geometry as ORCA input:
```
! wB97M-V def2-TZVPD RIJCOSX def2/J DEFGRID3
* xyz 0 1
C -2.67 1.16 -0.10
C -2.14 -0.07 0.07
C -3.60 0.03 0.03
C -0.26 2.45 -0.03
C -0.88 -0.83 -0.11
C 0.45 1.25 0.40
C 0.30 -0.02 -0.53
O -4.73 -0.35 0.08
O -0.31 3.65 -0.14
H -0.81 -1.49 0.81
H -1.22 -1.62 -0.78
H 1.46 1.67 0.48
H -0.08 1.10 1.25
H 1.19 -0.65 -0.46
H 0.26 0.17 -1.55
*
```

Calculated values
**Highest occupied orbital energy (alpha / beta)**: -8.03 / -7.16 eV
**Gap between HOMO and LUMO (alpha / beta)**: 7.88 / 6.02 eV

For each atom in turn, the Mulliken charge in e is: -0.70 0.38 0.46 0.37 -0.69 -0.55 -0.49 -0.54 -0.35 0.30 0.37 0.35 0.37 0.28 0.45

The data favor 2); the next most stable structure lies 51.8 kcal/mol above it.